(1)
A molecular structure, C30H78Cr2F8N6O11P2. Source: OMol25; level of theory: ωB97M-V with the def2-TZVPD basis set.

Output
HOMO-LUMO gap (spin up / spin down): 0.2221 / 0.2433 hartree
highest occupied orbital energy (spin up / spin down): -12.289 / -12.289 eV
LUMO (spin up / spin down): -6.2 / -5.7 eV

ORCA input file:
```
! wB97M-V def2-TZVPD RIJCOSX def2/J DEFGRID3
* xyz 2 9
Cr 10.34203 6.77944 24.23486
Cr 13.93455 11.90516 23.32177
P 15.27479 8.59044 23.79630
F 14.69671 7.74224 22.54893
F 16.75079 8.62308 23.12115
F 14.81183 9.98000 23.06657
F 15.80178 9.51988 25.03241
F 13.77348 8.56054 24.43871
F 15.66776 7.28130 24.64465
O 12.29262 10.76650 22.82344
P 11.17318 9.81145 22.47181
O 10.92071 8.55274 23.25572
F 11.37830 9.30532 20.98694
F 9.82382 10.65321 22.39943
C 11.02870 11.80233 14.27248
O 12.30213 11.20839 14.43954
C 12.35860 9.93019 13.78915
C 13.57437 9.15572 14.24805
N 13.47214 8.29105 15.45020
C 13.34223 9.13195 16.63245
C 12.84117 8.24495 17.77361
O 13.76755 7.21544 18.17865
C 13.51581 6.49760 19.35011
H 10.22857 11.13940 14.61897
H 10.76057 11.93124 13.21923
H 10.97000 12.76394 14.77674
H 12.34542 10.09183 12.70951
H 11.45471 9.37098 14.05098
H 14.47600 9.76212 14.12332
H 13.67477 8.35910 13.50361
H 14.30371 7.71792 15.42924
H 12.68398 9.99130 16.53119
H 14.33914 9.44281 16.96851
H 11.88063 7.77447 17.55148
H 12.74740 8.86324 18.67484
H 13.36450 7.16224 20.20567
H 14.33800 5.79812 19.49432
H 12.63369 5.85182 19.25914
C 8.43676 6.79691 21.78940
O 9.57100 6.15209 22.35282
C 10.54562 5.75942 21.39804
C 11.58342 5.06702 22.23163
N 12.13031 5.84235 23.37542
C 12.85216 4.86161 24.22730
C 14.08547 4.11885 23.69399
O 13.68181 3.07938 22.81686
C 14.73461 2.10663 22.61186
H 8.66868 7.83336 21.53587
H 7.64447 6.78231 22.53363
H 8.13279 6.33289 20.85181
H 10.97431 6.56916 20.80265
H 10.15282 5.03248 20.68423
H 12.41554 4.81543 21.57073
H 11.16861 4.12194 22.58120
H 12.90132 6.38936 23.01259
H 12.19209 4.08431 24.62160
H 13.18505 5.33290 25.15229
H 14.62504 3.71553 24.55331
H 14.73235 4.84883 23.20047
H 14.66715 1.27791 23.31399
H 15.67090 2.66302 22.66890
H 14.58578 1.81155 21.57472
C 14.57735 10.96208 20.13294
O 14.43641 11.95174 21.14806
C 14.42837 13.25844 20.60655
C 14.27403 14.31004 21.74308
N 13.34095 13.90335 22.79493
C 11.94845 14.08951 22.35972
C 10.93254 14.07276 23.50728
O 10.85024 12.76892 24.07236
C 9.85800 12.68417 25.10428
H 13.69185 10.89113 19.49956
H 14.69065 9.99830 20.62709
H 15.46444 11.09697 19.51362
H 13.55937 13.34824 19.95000
H 15.34855 13.47782 20.06465
H 14.07068 15.27686 21.28051
H 15.28278 14.40088 22.15393
H 13.39770 14.68110 23.44992
H 11.55706 13.34842 21.66137
H 11.81900 15.04790 21.85153
H 9.97077 14.31643 23.04747
H 11.10049 14.80253 24.30486
H 10.02157 13.47360 25.84119
H 10.05956 11.71213 25.55052
H 8.83746 12.78768 24.73196
C 7.69527 9.49346 26.50758
C 8.92228 8.91024 25.80813
C 9.94154 8.33238 26.79796
O 11.04800 7.77435 26.07035
C 12.12441 7.37500 26.96149
N 8.52525 7.93966 24.80116
H 8.03366 10.37057 27.06250
H 7.26375 8.72704 27.15221
H 6.93084 9.89114 25.84029
H 9.46369 9.68180 25.25507
H 9.51987 7.64672 27.53819
H 10.33096 9.16613 27.38749
H 11.69882 6.51672 27.48866
H 12.35357 8.16176 27.67652
H 12.96272 6.96321 26.40803
H 7.98926 8.50067 24.13766
H 7.80776 7.40103 25.28485
C 6.97882 12.14314 22.06256
C 6.38021 11.12992 23.01050
C 4.87589 10.89535 22.80270
O 4.10818 12.09012 22.90475
C 4.14239 12.67380 24.17549
N 7.09392 9.85486 22.74652
H 6.37276 13.03081 21.86518
H 7.18547 11.77248 21.05746
H 7.90430 12.52977 22.49612
H 6.52822 11.42220 24.05099
H 4.46366 10.27200 23.60209
H 4.68569 10.44847 21.82708
H 3.35377 13.42431 24.24322
H 5.02433 13.16124 24.60058
H 3.81375 11.94431 24.92642
H 8.07141 10.14499 22.73751
H 6.97497 9.60719 21.76639
C 5.20790 6.77354 20.29077
C 5.49332 7.11958 18.83192
C 6.85675 7.78306 18.57433
O 7.21173 8.76474 19.55215
C 8.40815 9.44427 19.20767
N 5.16862 5.95730 18.00123
H 5.58336 7.53586 20.97578
H 5.80530 5.87552 20.47896
H 4.18143 6.55345 20.57482
H 4.74863 7.84223 18.48664
H 6.61698 8.35364 17.67295
H 7.55092 6.95667 18.39222
H 9.27059 8.80283 19.00403
H 8.68295 10.10577 20.02837
H 8.19516 9.99152 18.28591
H 5.22517 6.26990 17.03372
H 6.01159 5.38157 18.01806
*
```



(2)
2 unconnected molecules or ions with the total composition C6H10Si. Source: OMol25; level of theory: ωB97M-V with the def2-TZVPD basis set.

Output
HOMO-LUMO gap: 0.2641 hartree
highest occupied orbital energy: -7.888 eV
energy above the lowest of the compared OMol25 structures with the same formula, charge and spin: 68.1 kcal per mole
LUMO: -0.7 eV

ORCA input file:
```
! wB97M-V def2-TZVPD RIJCOSX def2/J DEFGRID3
* xyz 0 1
C 0.34693 0.91676 1.63801
C 2.15116 2.24685 -1.87186
C -1.54310 -3.70725 0.52739
C 0.07369 -0.26442 1.06856
C 0.97514 2.84852 -2.01278
C -2.21910 -2.64275 0.96846
Si -1.77171 -0.80922 0.57198
H 1.34781 1.18696 1.90500
H -0.43804 1.64195 1.76005
H 2.16337 1.63672 -1.01473
H 2.82090 2.32194 -2.62514
H -2.01127 -4.73795 0.51085
H -0.64038 -3.48858 -0.04637
H 0.90609 -0.96551 1.00551
H 0.22382 2.94756 -1.23128
H -3.13264 -2.75402 1.55387
H 0.74733 3.62245 -2.70753
*
```